No. 1
46
Properties=species:S:1:pos:R:3:forces:R:3 method="wB97M-V/def2-TZVPD" total_energy_ha=-1291.96591 homo_ev=-8.5 e_lumo_ev=-0.400 homo_lumo_gap_ha=0.297 smiles="CC1(C)[C@]2([N+](=O)[O-])CN3C[C@@]1([N+](=O)[O-])CN(C2)[C@H]3c1ccc(O)c(O)c1"
O -1.54419 3.22038 -0.74597 0.6 -1.5 1.5
O -3.76696 -4.29847 -2.69266 0.5 0.7 -0.4
O 3.54096 1.10398 2.80448 -0.2 -0.1 -0.9
O 4.15079 1.91631 0.89133 -0.5 -0.6 0.3
O -2.20608 2.51833 1.20837 1.2 -0.2 -1.2
O -3.56853 -4.29024 0.02556 1.5 0.9 -0.6
N -1.42491 2.47351 0.24611 -1.9 2.1 0.0
N 0.95547 -0.15284 -0.98165 1.2 0.4 -1.7
N 0.25252 -0.81349 1.06278 -1.1 -0.1 1.8
N 3.36097 1.31467 1.60968 0.5 1.1 0.4
C -0.89370 -1.98941 -2.33189 0.4 -0.4 0.7
C -1.90991 -2.75664 -2.89808 0.1 0.2 0.8
C -2.62705 -3.55167 -0.73278 -1.3 -0.6 0.4
C 0.67171 2.63710 2.34538 0.8 -0.7 0.8
C 1.47633 -0.28977 1.76158 -1.1 -0.2 0.6
C 0.50246 -1.33764 -0.27912 -0.1 1.3 0.9
C -0.69366 -2.03949 -0.94417 -0.4 -0.5 0.2
C 0.99800 2.09866 0.94549 0.5 0.9 0.4
C 2.23903 0.32349 -0.42547 0.2 -0.5 -0.1
C 2.06028 0.90405 1.00483 -1.7 -0.9 -1.1
C -2.78486 -3.50490 -2.10280 0.3 -0.2 -1.8
C -0.02378 0.93978 -1.07263 0.5 0.1 -0.8
C -0.80986 0.23334 1.05962 0.5 -0.3 0.7
C -1.56911 -2.84755 -0.17982 0.4 0.4 0.8
C 1.55110 3.30965 0.11431 -0.2 -0.1 0.5
C -0.33006 1.49293 0.31593 1.5 -1.3 -0.5
H 0.00679 3.47109 2.21935 -0.4 0.4 0.2
H -1.03933 0.46924 2.08944 -0.1 0.0 0.2
H -1.98874 -2.75882 -3.96788 -0.3 -0.1 -0.4
H -1.42079 -2.92171 0.90097 0.0 0.1 -0.3
H 0.82082 4.12569 0.04535 -0.2 -0.5 -0.1
H -4.21859 -4.67502 -0.58423 0.3 0.2 0.0
H 1.34581 -2.03278 -0.15053 -0.2 0.1 -0.4
H 0.18527 1.86558 2.99464 0.4 0.9 -0.5
H 2.41212 3.79765 0.58658 -0.1 -0.5 0.2
H 1.20339 0.02593 2.79098 0.0 -0.5 -0.6
H 0.36012 1.70346 -1.76202 0.0 -0.2 0.3
H 2.93836 -0.54838 -0.38155 -0.4 0.7 -0.1
H -1.74689 -0.11627 0.59821 0.5 -0.1 0.1
H 2.22665 -1.08706 1.84989 -0.2 0.1 -0.1
H -0.93845 0.57068 -1.52956 -0.1 -0.1 0.0
H -0.17817 -1.44238 -2.94697 -0.3 -0.1 0.1
H 1.58514 3.03091 2.86289 -0.7 -0.5 -0.4
H 1.87170 3.02127 -0.87578 -0.1 0.0 -0.3
H -3.68856 -4.18224 -3.66831 -0.2 -0.2 1.1
H 2.65637 1.06904 -1.07985 0.2 0.2 -0.3


No. 2
48
Properties=species:S:1:pos:R:3:forces:R:3 method="wB97M-V/def2-TZVPD" total_energy_ha=-2657.10539 homo_ev=-8.7 e_lumo_ev=-0.818 homo_lumo_gap_ha=0.289
S -2.92773 -1.21622 1.13407 0.0 -0.1 0.1
S -1.32891 -2.59665 -2.87308 0.2 -0.1 -0.2
S 4.22891 0.93815 1.26665 0.0 -0.1 0.0
P 3.96449 -0.68072 0.21667 0.1 0.4 0.5
O -4.64033 -1.23803 -0.93382 -0.1 0.1 0.0
O -0.61975 3.96492 1.01609 0.0 0.0 0.1
O -0.05663 5.60195 -0.39866 0.0 0.0 0.0
N 0.25434 -2.81429 -2.78509 -0.1 0.0 0.0
N -4.03858 -3.24234 -0.26904 0.1 -0.4 0.2
N 2.79334 -4.15743 -0.04061 0.2 0.0 -0.2
N -1.53767 -1.44800 -1.79158 0.0 0.0 0.0
N -4.94928 -3.37565 -1.31423 0.1 -0.5 0.0
C -0.04379 -0.22727 -0.24156 0.1 0.0 0.1
C 1.26631 -0.12339 0.10270 0.3 -0.2 -0.1
C 2.30933 -0.91191 -0.48407 0.0 0.2 0.2
C -5.25252 -2.19397 -1.67124 -0.2 0.3 -0.2
C 2.99441 -4.17380 -1.49752 -0.1 -0.1 0.3
C -3.89658 -1.98338 -0.07998 0.1 0.3 0.0
C 2.06919 -1.83497 -1.45598 -0.1 -0.2 -0.2
C -2.51676 0.34278 0.30397 -0.1 0.2 -0.1
C -0.31363 5.25533 0.71275 0.0 0.1 0.0
C -1.04098 0.65962 0.46204 0.0 0.1 0.0
C -0.97769 3.84662 2.40382 0.0 0.0 0.1
C 3.06659 -2.75588 -2.09292 -0.1 -0.1 -0.1
C -0.33756 5.05005 3.08698 0.0 0.1 -0.1
C -0.37430 6.09598 1.97406 0.1 -0.2 0.2
C 0.70507 -1.96794 -1.84917 -0.1 0.2 0.1
C -0.33543 -1.17413 -1.26212 -0.1 -0.1 -0.2
H 2.19684 -4.71409 -2.00905 0.0 -0.1 0.0
H -2.78998 0.28097 -0.74388 0.0 -0.1 0.0
H -0.60448 2.89417 2.77287 0.0 0.0 -0.1
H 1.81531 -4.27324 0.18727 0.0 0.1 0.1
H 3.92786 -4.69511 -1.70036 0.0 0.0 -0.1
H 2.79125 -2.82806 -3.14629 0.2 0.0 -0.1
H -5.91722 -1.89657 -2.46317 0.0 0.1 0.0
H 0.69684 4.81941 3.34329 0.0 0.0 0.0
H -0.78168 0.65435 1.52405 0.0 0.0 0.0
H 4.19269 -1.87373 0.91784 0.0 -0.1 -0.2
H 4.85407 -0.77746 -0.85793 0.0 -0.2 -0.1
H -0.89118 1.68857 0.12786 0.0 0.0 0.0
H 3.29357 -4.91785 0.39629 0.0 -0.1 0.0
H 4.08484 -2.37575 -2.03538 0.0 0.1 0.1
H -0.85536 5.34413 3.99722 0.0 0.0 0.0
H 1.56253 0.58554 0.86710 0.0 0.0 0.0
H 0.45550 6.79591 1.99789 -0.1 0.1 -0.1
H -2.06771 3.85682 2.47980 0.0 0.0 0.0
H -3.11547 1.13875 0.74414 0.0 0.0 0.1
H -1.31208 6.65380 1.96133 0.0 0.0 0.0


No. 3
44
Properties=species:S:1:pos:R:3:forces:R:3 method="wB97M-V/def2-TZVPD" s_squared=2.011 charge=+3 total_energy_ha=-3665.91526 homo_ev="-17.5 / -17.4" e_lumo_ev="-8.585 / -12.557" spin_multiplicity=3 homo_lumo_gap_ha="0.328 / 0.179"
Au 0.14217 -0.65641 -0.37920 -0.4 -0.6 0.1
Te -0.26638 3.00029 0.04654 -0.1 -0.1 0.1
Se -1.62916 -2.05598 -1.18054 -0.1 0.1 -0.2
O 0.73298 0.50488 1.90730 0.1 0.0 0.0
N 2.17753 -0.16014 -0.29665 0.3 0.2 -0.3
N -4.12645 -0.85702 -0.28209 -0.3 0.1 0.0
N -3.95159 -0.96223 -2.45743 -0.3 -0.1 0.1
C 2.83931 0.08373 0.84782 -0.1 -0.1 0.1
C -7.48432 0.52484 -1.01718 0.0 0.0 0.0
C -3.90931 -1.10760 1.14589 0.0 0.1 -0.1
C 2.87542 -0.21764 -1.45663 -0.1 0.0 0.1
C 2.07761 0.06146 2.14626 0.0 0.1 0.0
C 4.20863 0.28200 0.85669 0.1 0.0 0.0
C -6.23328 -0.00357 -3.04615 0.0 0.0 0.1
C -6.47280 0.11109 -0.17958 0.0 0.0 -0.1
C -7.36781 0.46439 -2.42360 0.0 0.0 0.0
C -1.23382 4.59510 -0.90855 0.0 0.1 0.0
C -3.34270 -1.21662 -1.29572 0.5 0.0 0.1
C -5.21019 -0.41879 -2.19634 0.2 -0.1 -0.3
C 4.23592 -0.02962 -1.51051 0.1 0.0 0.0
C -5.32434 -0.36072 -0.81337 0.2 0.0 0.4
C 4.92170 0.22552 -0.32933 -0.1 0.0 0.0
C 1.66959 3.80407 -0.06389 0.0 0.0 0.0
H -6.15736 -0.06725 -4.12244 0.0 0.0 0.0
H -2.88403 -1.43089 1.30738 0.0 0.0 0.0
H -2.30350 4.40934 -0.90898 0.0 0.0 0.0
H -8.20450 0.78556 -3.02868 0.0 0.0 0.0
H 2.30830 -0.43423 -2.35032 0.0 0.0 0.0
H 2.08026 -0.95440 2.55130 0.0 0.0 0.0
H -0.83907 4.66558 -1.92167 0.0 0.1 0.0
H -4.59202 -1.88743 1.47724 0.0 0.0 0.0
H 4.74759 -0.09071 -2.46040 0.0 0.0 0.0
H 1.66904 4.72064 0.52611 0.1 0.0 0.0
H -3.60904 -1.24010 -3.36698 0.0 0.1 0.0
H -8.40184 0.90157 -0.58632 0.0 0.0 0.0
H -0.99988 5.49999 -0.34730 0.0 0.0 -0.1
H 5.99236 0.38164 -0.33237 0.0 0.0 0.0
H -6.57647 0.14340 0.89550 0.0 0.0 0.0
H 0.22986 0.39255 2.72312 0.0 0.0 0.0
H 2.57248 0.71540 2.86462 0.0 0.0 0.0
H 1.87292 4.02520 -1.11078 0.1 0.0 0.0
H 4.71206 0.46481 1.79701 0.0 0.0 0.0
H 2.37202 3.08106 0.34008 0.0 0.0 0.0
H -4.09626 -0.18857 1.69587 0.0 0.0 0.0


No. 4
49
Properties=species:S:1:pos:R:3:forces:R:3 method="wB97M-V/def2-TZVPD" total_energy_ha=-4265.04577 homo_ev=-9.0 e_lumo_ev=0.391 homo_lumo_gap_ha=0.343 smiles="N[C@@H](CNC(=O)N[C@@H](CSCc1ccc(Br)cc1)C(=O)NCC(=O)O)C(=O)O"
Br -2.21664 -0.58368 -5.64581 -0.1 -0.3 0.2
S 1.43530 -3.45479 -0.25717 0.3 0.0 -0.1
O 2.50169 6.15989 3.00189 -1.6 0.1 0.2
O -2.81852 -4.20898 0.02934 -0.1 0.4 -1.3
O -3.06048 -4.38033 -2.21867 -0.1 -0.7 0.8
O 0.35286 6.73230 3.52983 1.9 -1.1 -0.7
O 1.89288 1.24044 0.99150 -0.5 0.0 0.6
O -1.84966 -1.96604 1.17188 0.2 0.2 0.3
N -1.54874 -1.62649 -1.03520 1.5 0.3 0.5
N -0.64915 4.17943 3.81633 0.7 0.8 1.2
N 0.22258 -0.05758 1.78107 -0.3 0.8 0.3
N 0.59583 2.19703 2.56774 -0.7 -0.5 0.8
C 1.10492 -2.14309 -2.67393 -0.2 -0.7 -1.0
C -0.69685 -2.64897 -4.25898 -0.3 0.0 -0.1
C 0.29195 -3.09206 -3.36942 0.0 0.4 0.0
C -0.17752 -0.38275 -3.69548 0.2 0.6 -0.9
C 1.20811 5.86573 3.35277 -1.5 1.3 1.0
C 1.30062 -2.12257 0.99246 -0.2 -0.3 -0.2
C 0.94747 1.13953 1.78989 1.4 -0.2 -2.6
C 0.90500 -0.78648 -2.92560 -1.0 -0.9 0.4
C 0.29172 -1.00982 0.64844 0.1 0.0 0.2
C -2.92143 -3.71401 -1.22210 0.3 -0.2 -1.2
C -0.95456 -1.26822 -4.41862 0.9 -1.0 0.5
C -2.85220 -2.20110 -1.45021 0.8 -0.1 1.4
C 0.81852 4.39602 3.60770 -1.0 -0.7 -0.2
C 2.17776 -2.59148 -1.72046 -0.3 0.3 0.1
C 1.16535 3.53919 2.38490 0.5 -0.8 0.3
C -1.09738 -1.56925 0.28098 -1.5 -0.5 -0.8
H -3.67322 -1.80215 -0.85386 0.1 0.6 -0.1
H -0.25611 2.15873 3.13326 0.5 0.2 -0.4
H 2.48449 7.13969 2.89628 0.2 -0.7 0.1
H 2.28553 -1.68888 1.08910 0.2 0.4 0.1
H 1.31313 4.01104 4.52097 0.1 0.3 -0.6
H 1.43173 -0.03027 -2.37947 0.5 0.2 0.1
H -0.83103 -1.59024 -1.78655 -0.9 0.1 1.0
H -1.29332 -3.38177 -4.82047 0.3 0.4 0.4
H -0.35401 0.66930 -3.82612 -0.1 0.3 0.0
H -0.60942 -0.04760 2.33873 -0.4 -0.5 0.0
H -2.57290 -3.44773 0.58672 0.0 0.2 0.6
H 2.87949 -3.23860 -2.25692 -0.2 -0.2 0.5
H 0.77436 3.99052 1.46594 0.0 0.1 0.1
H 2.25069 3.47761 2.29896 -0.1 -0.1 -0.2
H 0.66480 -0.51909 -0.23100 0.3 0.6 -0.2
H 2.74659 -1.71773 -1.39399 0.0 -0.1 0.2
H 1.07387 -2.59082 1.96446 -0.2 0.0 -0.5
H -1.17248 4.74009 3.14382 0.1 0.0 0.4
H -0.93885 4.42672 4.79050 0.3 0.0 -1.4
H -2.96535 -2.00703 -2.52134 -0.1 -0.1 0.5
H 0.39257 -4.19367 -3.21408 0.1 1.1 0.0